# 1
C5H14N2 | the ωB97M-V functional and the def2-TZVPD basis

Bonds (Å) are listed after each position.
Element x y z (Å)
1 C -1.598 -1.286 -0.041  C2 1.505, H5 1.092, H6 1.093, H7 1.093
2 C -1.604 0.210 0.116  C1 1.505, C3 1.502, N4 1.319
3 C -1.822 1.051 -1.110  C2 1.502, H8 1.092, H9 1.093, H10 1.093
4 N -1.711 0.774 1.304  C2 1.319, H11 1.025
5 H -1.189 -1.565 -1.014  C1 1.092
6 H -2.619 -1.661 0.069  C1 1.093
7 H -0.975 -1.739 0.736  C1 1.093
8 H -1.225 0.665 -1.939  C3 1.092
9 H -2.882 1.030 -1.377  C3 1.093
10 H -1.533 2.086 -0.913  C3 1.093
11 H -1.819 0.056 2.027  N4 1.025
12 C 2.354 -0.208 1.116  C13 1.517, H15 1.095, H16 1.095, H17 1.095
13 C 1.433 0.518 0.154  C12 1.517, N14 1.455, H18 1.094, H19 1.176
14 N 1.504 -0.029 -1.192  C13 1.455, H20 1.018, H21 1.017
15 H 2.124 -1.278 1.153  C12 1.095
16 H 3.402 -0.110 0.814  C12 1.095
17 H 2.261 0.203 2.126  C12 1.095
18 H 1.665 1.586 0.123  C13 1.094
19 H 0.361 0.509 0.638  C13 1.176
20 H 2.386 0.232 -1.629  N14 1.018
21 H 1.488 -1.046 -1.163  N14 1.017

Output
HOMO level = -9.090 eV
maximum force = 3.6 eV/A
SMILES = CC(C)=N.CCN
orbital gap = 10.1 eV
E = -308.3780 Ha
net charge = 0
lowest unoccupied orbital energy = 0.03595 hartree

---

# 2
C5H14N2 | the ωB97M-V functional and the def2-TZVPD basis

Bonds (Å) are listed after each position.
Element x y z (Å)
1 C -1.477 -1.483 2.103  C2 1.578, H8 1.122, H9 1.095, H10 1.048
2 C -1.235 0.012 1.659  C1 1.578, C3 1.481, H11 1.101, H12 1.138
3 C -0.836 0.240 0.251  C2 1.481, C4 1.503, H13 1.182, H14 1.134
4 C 0.528 0.126 -0.369  C3 1.503, N5 1.511, C6 1.520, H15 1.073
5 N 1.598 0.906 0.358  C4 1.511, H16 1.134, H17 1.042
6 C 0.455 0.599 -1.812  C4 1.520, N7 1.599, H18 1.129, H19 1.144
7 N 1.799 0.486 -2.669  C6 1.599, H20 1.042, H21 0.984
8 H -0.479 -1.928 2.355  C1 1.122
9 H -1.715 -2.232 1.341  C1 1.095
10 H -2.043 -1.649 2.969  C1 1.048
11 H -0.443 0.434 2.295  C2 1.101
12 H -2.190 0.625 1.744  C2 1.138
13 H -1.514 -0.476 -0.403  C3 1.182
14 H -1.107 1.253 -0.182  C3 1.134
15 H 0.815 -0.908 -0.388  C4 1.073
16 H 2.553 0.596 -0.169  N5 1.134
17 H 1.582 0.559 1.341  N5 1.042
18 H -0.096 1.585 -1.784  C6 1.129
19 H -0.343 -0.101 -2.240  C6 1.144
20 H 2.312 1.368 -2.881  N7 1.042
21 H 1.835 -0.011 -3.518  N7 0.984

Output
HOMO level = -9.073 eV
maximum force = 4.6 eV/A
SMILES = CCC[C@H](N)CN
orbital gap = 10.1 eV
E = -308.3453 Ha
net charge = 0
lowest unoccupied orbital energy = 0.03944 hartree

---

# 3
C5H14N2 | the ωB97M-V functional and the def2-TZVPD basis

Bonds (Å) are listed after each position.
Element x y z (Å)
1 C -0.413 -2.333 1.817  N2 1.450, H8 1.105, H9 1.092, H10 1.091
2 N 0.707 -1.438 1.597  C1 1.450, C3 1.488, H11 1.004
3 C 0.353 -0.038 1.240  N2 1.488, C4 1.517, H12 1.094, H13 1.097
4 C 0.785 0.383 -0.151  C3 1.517, C5 1.555, H14 1.090, H15 1.097
5 C -0.311 1.152 -0.940  C4 1.555, C6 1.550, N7 1.479, H16 1.086
6 C -0.668 0.357 -2.223  C5 1.550, H17 1.086, H18 1.090, H19 1.089
7 N 0.192 2.529 -1.133  C5 1.479, H20 1.010, H21 1.016
8 H -1.248 -1.784 2.288  C1 1.105
9 H -0.749 -2.832 0.906  C1 1.092
10 H -0.176 -3.141 2.510  C1 1.091
11 H 1.234 -1.392 2.450  N2 1.004
12 H 0.775 0.606 2.018  C3 1.094
13 H -0.730 0.025 1.404  C3 1.097
14 H 1.251 -0.489 -0.610  C4 1.090
15 H 1.641 1.063 -0.059  C4 1.097
16 H -1.142 1.294 -0.255  C5 1.086
17 H 0.270 -0.065 -2.570  C6 1.086
18 H -1.096 0.994 -2.996  C6 1.090
19 H -1.388 -0.420 -1.973  C6 1.089
20 H 1.091 2.416 -1.580  N7 1.010
21 H -0.378 3.112 -1.739  N7 1.016

Output
HOMO level = -8.799 eV
maximum force = 1.5 eV/A
SMILES = CNCC[C@H](C)N
orbital gap = 10.0 eV
E = -308.3783 Ha
net charge = 0
lowest unoccupied orbital energy = 0.04269 hartree

---

# 4
C5H14N2 | the ωB97M-V functional and the def2-TZVPD basis

Bonds (Å) are listed after each position.
Element x y z (Å)
1 C -0.729 -1.017 1.491  C2 1.574, H8 1.118, H9 1.074, H10 1.102
2 C 0.470 -1.239 0.496  C1 1.574, C3 1.528, N4 1.544, H11 1.147
3 C 1.649 -1.745 1.326  C2 1.528, H12 1.103, H13 1.106, H14 1.144
4 N 0.700 0.088 -0.257  C2 1.544, C5 1.462, H15 1.037
5 C -0.243 0.441 -1.318  N4 1.462, C6 1.596, H16 1.170, H17 1.102
6 C -0.307 1.990 -1.693  C5 1.596, N7 1.500, H18 1.057, H19 1.120
7 N -1.414 2.567 -0.861  C6 1.500, H20 1.080, H21 0.977
8 H -0.920 -2.043 1.892  C1 1.118
9 H -0.603 -0.195 2.170  C1 1.074
10 H -1.533 -0.720 0.799  C1 1.102
11 H 0.280 -2.028 -0.315  C2 1.147
12 H 2.392 -2.347 0.775  C3 1.103
13 H 2.111 -0.852 1.787  C3 1.106
14 H 1.262 -2.526 2.067  C3 1.144
15 H 1.642 0.521 -0.212  N4 1.037
16 H -0.090 -0.235 -2.261  C5 1.170
17 H -1.213 0.144 -0.887  C5 1.102
18 H -0.499 2.022 -2.732  C6 1.057
19 H 0.584 2.615 -1.428  C6 1.120
20 H -2.298 1.952 -0.939  N7 1.080
21 H -1.242 2.608 0.100  N7 0.977

Output
HOMO level = -8.125 eV
maximum force = 3.8 eV/A
SMILES = CC(C)NCCN
orbital gap = 9.3 eV
E = -308.3520 Ha
net charge = 0
lowest unoccupied orbital energy = 0.04189 hartree

---

# 5
C5H14N2 | the ωB97M-V functional and the def2-TZVPD basis

Bonds (Å) are listed after each position.
Element x y z (Å)
1 C 0.705 -2.180 0.628  C2 1.500, H5 1.096, H6 1.091, H7 1.088
2 C 1.215 -0.870 1.153  C1 1.500, C3 1.332, H8 1.079
3 C 0.479 0.049 1.777  C2 1.332, N4 1.393, H9 1.082
4 N -0.900 0.000 1.967  C3 1.393, H10 1.009, H11 1.008
5 H 0.806 -2.970 1.380  C1 1.096
6 H 1.282 -2.483 -0.248  C1 1.091
7 H -0.342 -2.112 0.338  C1 1.088
8 H 2.269 -0.682 1.025  C2 1.079
9 H 0.935 0.968 2.122  C3 1.082
10 H -1.238 0.544 2.746  N4 1.009
11 H -1.298 -0.926 1.937  N4 1.008
12 C -1.557 1.247 -1.218  N13 1.447, H15 1.091, H16 1.088, H17 1.100
13 N -0.167 1.640 -1.122  C12 1.447, C14 1.448, H18 1.016
14 C 0.691 0.839 -1.970  N13 1.448, H19 1.100, H20 1.089, H21 1.090
15 H -1.906 1.441 -2.234  C12 1.091
16 H -2.143 1.848 -0.525  C12 1.088
17 H -1.726 0.184 -0.991  C12 1.100
18 H 0.138 1.537 -0.158  N13 1.016
19 H 0.641 -0.237 -1.750  C14 1.100
20 H 1.720 1.172 -1.848  C14 1.089
21 H 0.396 0.991 -3.008  C14 1.090

Output
HOMO level = -8.172 eV
maximum force = 0.3 eV/A
SMILES = C/C=C\N.CNC
orbital gap = 9.1 eV
E = -308.3776 Ha
net charge = 0
lowest unoccupied orbital energy = 0.03527 hartree

---

# 6
C5H14N2O | the ωB97M-V functional and the def2-TZVPD basis

Bonds (Å) are listed after each position.
Element x y z (Å)
1 C 1.719 0.026 -1.047  C2 1.527, H9 1.089, H10 1.086, H11 1.089
2 C 1.329 0.381 0.386  C1 1.527, O3 1.408, C4 1.603, H12 1.097
3 O 1.836 -0.572 1.289  C2 1.408, H13 0.969
4 C -0.231 0.638 0.653  C2 1.603, C5 1.524, C6 1.527, H14 1.095
5 C -0.697 1.930 -0.005  C4 1.524, H15 1.087, H16 1.086, H17 1.088
6 C -1.126 -0.531 0.249  C4 1.527, N7 1.429, N8 1.461, H18 1.169
7 N -1.350 -0.600 -1.161  C6 1.429, H19 1.013, H20 1.010
8 N -0.633 -1.790 0.802  C6 1.461, H21 1.015, H22 1.016
9 H 2.800 0.102 -1.153  C1 1.089
10 H 1.258 0.704 -1.759  C1 1.086
11 H 1.445 -1.004 -1.272  C1 1.089
12 H 1.823 1.320 0.662  C2 1.097
13 H 1.365 -1.400 1.108  O3 0.969
14 H -0.286 0.733 1.742  C4 1.095
15 H -0.078 2.764 0.316  C5 1.087
16 H -0.650 1.845 -1.087  C5 1.086
17 H -1.729 2.142 0.267  C5 1.088
18 H -2.148 -0.237 0.735  C6 1.169
19 H -2.197 -1.109 -1.384  N7 1.013
20 H -0.578 -1.024 -1.658  N7 1.010
21 H -0.656 -1.754 1.816  N8 1.015
22 H -1.217 -2.564 0.500  N8 1.016

Output
HOMO level = -9.264 eV
maximum force = 2.4 eV/A
SMILES = C[C@H](O)[C@@H](C)C(N)N
orbital gap = 10.1 eV
E = -383.6574 Ha
net charge = 0
lowest unoccupied orbital energy = 0.03082 hartree